C5H14NSi | wB97M-V/def2-TZVPD

The calculation puts the total energy at -542.89364 hartree. Its charge is +1. The calculation puts the HOMO-LUMO gap at 10.9 eV. For the energy relative to the best compared isomer or geometry (same formula, charge and spin), the calculation gives 34.1 kcal/mol.

Last column: natural (NBO) charge in e.
Element x y z (Å)
C: -0.5870 -1.3345 0.7576  -0.24
C: -0.3641 -0.9479 -0.7861  -0.65
C: -1.7086 1.9539 0.3144  -1.09
C: 0.7987 -1.8200 -1.3954  -0.63
C: 1.6472 1.5687 -0.2493  -1.08
N: -0.0284 -0.1595 1.6252  -0.86
Si: -0.1687 0.8632 -0.1812  1.71
H: -1.6584 -1.3894 0.9277  0.23
H: 0.0046 -2.2206 0.7634  0.23
H: -1.2537 -1.0973 -1.3185  0.25
H: -1.8074 2.6825 -0.4550  0.26
H: -2.6355 1.2955 0.2925  0.26
H: -1.7310 2.3725 1.3291  0.27
H: 1.5903 -2.0728 -0.7461  0.21
H: 0.4410 -2.8182 -1.6724  0.24
H: 1.3203 -1.4091 -2.2709  0.24
H: 1.9284 2.2668 0.5592  0.27
H: 2.2641 0.7386 -0.3381  0.24
H: 1.7073 2.0636 -1.2199  0.26
H: -0.6895 -0.0713 2.4262  0.45
H: 0.9302 -0.4646 1.6378  0.43